40
Properties=species:S:1:pos:R:3:forces:R:3:nbo_charge:R:1 method="wB97M-V/def2-TZVPD" total_charge=-1 relative_energy_kcal_mol=0.00 fmax_ev_per_a=2.78 energy_ev=-45377.111
C -0.04287 -0.25393 -4.58294 0.642 -0.928 0.563 -0.358
C -0.41027 -1.37929 -5.38177 0.630 0.252 1.004 -0.354
C 0.06403 -2.55139 -4.72651 -0.057 0.651 0.465 -0.374
C 0.70064 -2.15668 -3.50396 -0.161 0.198 -0.879 -0.379
C 0.68123 -0.74131 -3.42767 -0.779 -0.088 -1.030 -0.377
Sn -2.23480 1.46426 -1.68668 -0.746 1.008 -2.485 -0.024
P -0.44195 3.58483 -1.76052 -0.938 -0.351 0.380 0.015
H -0.28388 0.78910 -4.77740 0.059 -0.214 -0.006 0.180
H -0.95622 -1.33804 -6.32096 0.072 -0.043 0.138 0.177
H -0.05346 -3.56705 -5.09256 -0.019 0.056 0.113 0.173
H 1.14439 -0.13464 -2.64717 -0.251 -0.073 -0.153 0.168
H 1.13284 -2.83182 -2.76926 0.068 0.000 -0.115 0.160
H -0.79630 4.80550 -1.10319 0.759 0.273 -0.234 -0.053
H -0.19431 4.06518 -3.08847 0.039 -0.174 0.651 0.040
H 0.87024 3.39574 -1.23307 -0.131 0.397 -0.271 -0.020
N -1.74747 0.63127 0.12590 2.283 -0.945 1.201 -1.211
S -0.10151 0.40893 0.23367 -2.704 -0.101 0.367 1.127
C 0.23072 1.41097 1.70269 0.612 -0.078 0.514 -0.150
C -0.39087 2.65853 1.79505 0.116 -0.071 0.038 -0.239
C -0.21323 3.42889 2.94624 0.219 -0.219 -0.040 -0.205
C 0.58628 2.95607 3.99328 -0.022 -0.092 -0.100 -0.215
C 1.22550 1.71542 3.88408 -0.062 0.082 -0.360 -0.215
C 1.07859 0.95309 2.71826 -0.210 0.217 0.231 -0.246
C -0.03976 -1.23114 0.96280 0.737 -0.681 0.276 -0.248
C -0.86593 -1.54040 2.04103 0.049 -0.392 0.153 -0.209
C -0.82205 -2.82036 2.59800 -0.009 0.243 -0.196 -0.215
C 0.05730 -3.77744 2.08543 0.073 0.183 -0.253 -0.221
C 0.86812 -3.46748 0.98642 -0.176 -0.064 0.179 -0.140
C 0.81533 -2.19804 0.41088 -0.210 0.510 0.121 -0.208
H -2.29678 0.21483 0.87866 0.359 0.420 0.000 0.381
H -1.01965 3.00105 0.97158 -0.058 -0.055 0.271 0.247
H -0.70445 4.39911 3.02472 0.128 -0.261 -0.034 0.220
H 0.71838 3.56126 4.89446 -0.079 -0.236 -0.298 0.212
H 1.83592 1.33309 4.70399 -0.129 0.153 -0.259 0.214
H 1.58069 -0.01032 2.61915 -0.166 0.255 0.093 0.230
H -1.53846 -0.79118 2.45773 0.206 -0.182 -0.007 0.220
H -1.48740 -3.05753 3.42868 0.235 0.011 -0.180 0.215
H 0.09802 -4.77000 2.53525 -0.001 0.249 -0.154 0.213
H 1.53706 -4.22108 0.56697 -0.220 0.237 0.114 0.214
H 1.41635 -1.93805 -0.46280 -0.160 -0.149 0.183 0.257